Below is 13 unconnected molecules or ions with the total composition C51H126N2O13, with properties calculated with the ωB97M-V functional and the def2-TZVPD basis.

Bonds (Å) are listed after each position.
Geometry (Å):
1 C -4.312 -2.002 2.521  C26 1.533, C46 1.559, H140 1.090, H148 1.090
2 H -2.157 -6.127 -4.972  C137 1.090
3 H -7.949 -3.769 4.105  C157 1.090
4 H 8.839 0.764 -2.328  O29 0.960
5 H -7.915 -2.701 2.697  C157 1.090
6 C 0.012 1.947 1.384  H21 1.090, C59 1.587, C179 1.488, H189 1.090
7 H 3.472 -5.384 1.643  C31 1.090
8 O -2.470 -4.547 -3.063  H67 0.960, C114 1.407
9 H -5.306 -6.216 2.725  C47 1.090
10 H 3.276 6.878 4.354  O69 0.960
11 H -0.730 -0.495 -1.144  C156 1.090
12 N 1.632 0.317 0.279  C59 1.507, O123 1.395, C136 1.445
13 H -1.706 0.909 0.640  C179 1.090
14 O 3.100 2.248 -5.717  H101 0.960, C190 1.386
15 C 0.131 -5.628 -0.251  O24 1.451, H35 1.090, C143 1.523, C166 1.565
16 H -4.969 1.013 0.833  C88 1.090
17 H -3.268 7.433 -2.384  C115 1.090
18 H 0.769 -1.073 -1.733  C156 1.090
19 H -3.642 3.284 2.726  C81 1.090
20 C 0.464 2.040 -1.128  C59 1.513, H99 1.090, H147 1.090, H178 1.090
21 H -0.509 2.900 1.290  C6 1.090
22 H 3.721 4.071 -3.479  C175 1.090
23 H 3.224 0.618 2.396  C43 1.090
24 O -0.648 -6.226 -1.318  C15 1.451, H159 0.960
25 C -5.590 2.239 2.538  H37 1.090, C81 1.574, C88 1.527, O163 1.421
26 C -5.339 -2.243 1.409  C1 1.533, H120 1.090, C126 1.556, H165 1.090
27 C -5.928 -1.329 4.408  C46 1.569, H49 1.090, H102 1.090, H139 1.090
28 H -4.329 2.934 4.269  C81 1.090
29 O 8.128 0.299 -2.775  H4 0.960, C167 1.375
30 H 5.583 0.674 -3.239  C131 1.090
31 C 4.257 -4.668 1.401  H7 1.090, C104 1.486, H182 1.090, H183 1.090
32 H -1.425 7.457 -2.223  C115 1.090
33 H -0.238 -4.761 1.673  C166 1.090
34 C 5.277 -0.204 2.367  C43 1.551, O98 1.403, C106 1.467, H161 1.090
35 H 0.820 -4.893 -0.669  C15 1.090
36 H 1.933 -6.894 -0.199  C143 1.090
37 H -6.070 1.355 2.959  C25 1.090
38 N -5.303 -3.751 3.852  C46 1.475, C60 1.479, O150 1.401
39 C -2.707 6.405 -0.746  C97 1.560, C115 1.539, O149 1.461, H164 1.090
40 C 2.146 5.346 -4.124  O87 1.430, C92 1.561, C175 1.501, H176 1.090
41 H -3.998 5.107 -1.507  O149 0.960
42 H 7.736 -2.107 -1.786  C51 1.090
43 C 4.009 0.321 3.091  H23 1.090, C34 1.551, H68 1.090, H90 1.090
44 H 1.680 3.704 0.652  C124 1.090
45 H -2.070 1.361 -3.409  C116 1.090
46 C -4.834 -2.355 3.947  C1 1.559, C27 1.569, N38 1.475, C151 1.607
47 C -6.295 -5.758 2.764  H9 1.090, H53 1.090, C60 1.545, H160 1.090
48 H -1.415 -4.156 0.529  C166 1.090
49 H -5.565 -0.350 4.720  C27 1.090
50 H 3.816 -0.271 -4.795  C129 1.090
51 C 7.553 -1.273 -1.108  H42 1.090, H93 1.090, C167 1.557, H172 1.090
52 H 2.183 -1.696 1.877  C82 1.090
53 H -6.802 -6.148 3.646  C47 1.090
54 H 2.998 0.630 -3.728  C129 1.090
55 H 6.661 -3.025 2.713  O96 0.960
56 H 0.231 -0.650 2.424  C91 1.090
57 H -2.267 6.103 -2.918  C115 1.090
58 H 4.562 3.144 3.495  C66 1.090
59 C 1.067 1.714 0.221  C6 1.587, N12 1.507, C20 1.513, C124 1.552
60 C -6.273 -4.215 2.836  N38 1.479, C47 1.545, C126 1.541, C157 1.541
61 H 1.421 -6.355 1.396  C143 1.090
62 H -0.785 -2.370 -3.249  C154 1.090
63 H -0.006 -2.924 -4.709  C154 1.090
64 H 0.491 -7.531 0.651  C143 1.090
65 H 2.637 4.150 -5.624  O87 0.960
66 C 3.770 3.754 3.930  H58 1.090, H122 1.090, C191 1.542, H192 1.090
67 H -1.928 -5.209 -2.627  O8 0.960
68 H 3.505 -0.434 3.694  C43 1.090
69 O 3.079 5.951 4.505  H10 0.960, C191 1.402
70 H 2.099 -0.691 -4.561  C129 1.090
71 H -0.589 5.947 -0.394  C97 1.090
72 H 0.152 4.744 -4.764  C92 1.090
73 H -4.858 -4.898 5.256  O150 0.960
74 C -5.247 2.562 -2.381  H110 1.090, H134 1.090, H181 1.090, C188 1.551
75 H 5.089 -5.890 3.810  C76 1.090
76 C 5.780 -5.281 3.227  H75 1.090, C104 1.488, H169 1.090, H185 1.090
77 H 2.406 -2.224 0.211  C82 1.090
78 H 5.248 1.430 0.938  C106 1.090
79 H -3.390 0.420 -2.979  C116 1.090
80 H -0.544 -5.958 -4.398  C137 1.090
81 C -4.223 2.533 3.261  H19 1.090, C25 1.574, H28 1.090, H138 1.090
82 C 1.659 -2.000 0.971  H52 1.090, H77 1.090, C136 1.554, H142 1.090
83 H 2.867 2.434 1.313  C124 1.090
84 H 5.346 -1.869 1.348  O98 0.960
85 H -8.414 -4.383 2.535  C157 1.090
86 H -4.966 -4.381 1.082  C126 1.090
87 O 2.466 5.086 -5.493  C40 1.430, H65 0.960
88 C -5.426 1.981 1.042  H16 1.090, C25 1.527, H128 1.090, H173 1.090
89 H 0.215 0.619 -5.738  C119 1.090
90 H 4.196 1.158 3.764  C43 1.090
91 C -0.317 -0.548 1.488  H56 1.090, C136 1.546, C179 1.562, H184 1.090
92 C 0.590 5.402 -4.013  C40 1.561, H72 1.090, H112 1.090, H141 1.090
93 H 6.684 -1.515 -0.498  C51 1.090
94 H 2.820 2.834 -0.359  C124 1.090
95 H 2.131 3.317 -3.477  C175 1.090
96 O 6.123 -3.350 1.986  H55 0.960, C104 1.379
97 C -1.563 5.498 -0.197  C39 1.560, H71 1.090, H133 1.090, H186 1.090
98 O 4.729 -1.146 1.483  C34 1.403, H84 0.960
99 H 0.405 3.109 -1.332  C20 1.090
100 H -0.266 -2.190 -0.797  C156 1.090
101 H 3.995 1.908 -5.796  O14 0.960
102 H -6.627 -1.676 5.168  C27 1.090
103 H -0.881 -5.202 -5.907  C137 1.090
104 C 5.130 -4.163 2.491  C31 1.486, C76 1.488, O96 1.379, H113 1.090
105 H -1.534 -5.798 1.209  C166 1.090
106 C 5.913 0.871 1.596  C34 1.467, H78 1.090, H145 1.090, H171 1.090
107 C 3.271 5.540 2.194  H108 1.090, H135 1.090, H158 1.090, C191 1.519
108 H 2.206 5.390 2.017  C107 1.090
109 H 7.051 0.877 -1.250  C167 1.090
110 H -5.500 3.480 -1.849  C74 1.090
111 H 0.539 2.245 -6.313  C119 1.090
112 H 0.266 6.415 -4.248  C92 1.090
113 H 4.538 -3.528 3.150  C104 1.090
114 C -1.734 -4.150 -4.195  O8 1.407, H118 1.090, C137 1.529, C154 1.538
115 C -2.352 6.886 -2.164  H17 1.090, H32 1.090, C39 1.539, H57 1.090
116 C -3.158 1.405 -3.383  H45 1.090, H79 1.090, H117 1.090, C188 1.521
117 H -3.649 1.494 -4.352  C116 1.090
118 H -2.409 -3.601 -4.851  C114 1.090
119 C 0.818 1.509 -5.558  H89 1.090, H111 1.090, H177 1.090, C190 1.585
120 H -4.990 -1.878 0.443  C26 1.090
121 H 4.893 5.515 3.758  C191 1.090
122 H 3.799 3.564 5.003  C66 1.090
123 O 2.820 0.177 -0.439  N12 1.395, H152 0.960
124 C 2.185 2.747 0.523  H44 1.090, C59 1.552, H83 1.090, H94 1.090
125 H -1.683 0.967 2.307  C179 1.090
126 C -5.760 -3.739 1.463  C26 1.556, C60 1.541, H86 1.090, H162 1.090
127 H -3.910 -2.609 5.899  C151 1.090
128 H -4.736 2.683 0.574  C88 1.090
129 C 2.809 0.129 -4.677  H50 1.090, H54 1.090, H70 1.090, C190 1.506
130 H -5.897 4.129 2.456  O163 0.960
131 C 5.832 -0.183 -2.613  H30 1.090, H144 1.090, H153 1.090, C167 1.484
132 H 0.097 -3.867 -3.164  C154 1.090
133 H -1.631 4.532 -0.696  C97 1.090
134 H -5.727 2.555 -3.360  C74 1.090
135 H 3.834 5.094 1.375  C107 1.090
136 C 0.778 -0.837 0.436  N12 1.445, C82 1.554, C91 1.546, C156 1.524
137 C -1.326 -5.422 -4.937  H2 1.090, H80 1.090, H103 1.090, C114 1.529
138 H -3.557 1.673 3.202  C81 1.090
139 H -6.631 -1.137 3.597  C27 1.090
140 H -3.465 -2.628 2.241  C1 1.090
141 H 0.084 5.155 -3.079  C92 1.090
142 H 1.068 -2.900 1.140  C82 1.090
143 C 1.064 -6.637 0.406  C15 1.523, H36 1.090, H61 1.090, H64 1.090
144 H 4.971 -0.214 -1.946  C131 1.090
145 H 6.744 0.588 0.951  C106 1.090
146 H -3.126 -1.279 5.003  C151 1.090
147 H 1.000 1.658 -1.997  C20 1.090
148 H -3.965 -0.969 2.548  C1 1.090
149 O -3.927 5.602 -0.687  C39 1.461, H41 0.960
150 O -5.586 -4.289 5.113  N38 1.401, H73 0.960
151 C -3.559 -2.276 4.922  C46 1.607, H127 1.090, H146 1.090, H180 1.090
152 H 3.367 -0.152 0.278  O123 0.960
153 H 5.732 -1.040 -3.280  C131 1.090
154 C -0.534 -3.265 -3.818  H62 1.090, H63 1.090, C114 1.538, H132 1.090
155 H -3.300 2.473 -1.501  C188 1.090
156 C 0.091 -1.164 -0.885  H11 1.090, H18 1.090, H100 1.090, C136 1.524
157 C -7.717 -3.716 3.042  H3 1.090, H5 1.090, C60 1.541, H85 1.090
158 H 3.476 6.564 1.880  C107 1.090
159 H -0.007 -6.491 -1.982  O24 0.960
160 H -6.840 -6.091 1.881  C47 1.090
161 H 5.934 -0.649 3.114  C34 1.090
162 H -6.536 -3.743 0.697  C126 1.090
163 O -6.441 3.369 2.675  C25 1.421, H130 0.960
164 H -2.816 7.329 -0.178  C39 1.090
165 H -6.162 -1.545 1.566  C26 1.090
166 C -0.851 -5.044 0.818  C15 1.565, H33 1.090, H48 1.090, H105 1.090
167 C 7.117 -0.001 -1.893  O29 1.375, C51 1.557, H109 1.090, C131 1.484
168 H 2.669 4.468 -2.190  C175 1.090
169 H 6.247 -5.934 2.491  C76 1.090
170 H -3.959 3.818 -3.938  O187 0.960
171 H 6.249 1.675 2.250  C106 1.090
172 H 8.480 -1.109 -0.559  C51 1.090
173 H -6.346 1.988 0.456  C88 1.090
174 H 2.458 0.608 -6.704  C190 1.090
175 C 2.668 4.239 -3.255  H22 1.090, C40 1.501, H95 1.090, H168 1.090
176 H 2.597 6.292 -3.824  C40 1.090
177 H 0.634 1.859 -4.542  C119 1.090
178 H -0.540 1.628 -1.224  C20 1.090
179 C -0.998 0.858 1.466  C6 1.488, H13 1.090, C91 1.562, H125 1.090
180 H -2.878 -2.999 4.474  C151 1.090
181 H -5.659 1.712 -1.837  C74 1.090
182 H 3.778 -3.872 0.829  C31 1.090
183 H 5.001 -5.123 0.747  C31 1.090
184 H -1.155 -1.229 1.339  C91 1.090
185 H 6.530 -4.999 3.966  C76 1.090
186 H -1.638 5.323 0.876  C97 1.090
187 O -3.495 3.825 -3.098  H170 0.960, C188 1.437
188 C -3.702 2.529 -2.512  C74 1.551, C116 1.521, H155 1.090, O187 1.437
189 H 0.509 1.987 2.353  C6 1.090
190 C 2.336 1.092 -5.735  O14 1.386, C119 1.585, C129 1.506, H174 1.090
191 C 3.852 5.251 3.568  C66 1.542, O69 1.402, C107 1.519, H121 1.090
192 H 2.830 3.387 3.519  C66 1.090

The charge is 0. The total energy is -3106.1782 Eh. The HOMO-LUMO gap comes out at 8.2 eV. Its energy above the lowest of the compared OMol25 structures with the same formula, charge and spin is 236.34 kJ/mol. The maximum force is 3.753 eV/Å.